Entry 1:
This record from the Open Molecules 2025 dataset describes an isolated ion of composition C5H12NO and charge +1 at a distorted geometry. The level of theory is the ωB97M-V functional and the def2-TZVPD basis.

Output
Relative energy (zero: lowest compared OMol25 entry of this formula, charge and spin): 152.04 kJ/mol
LUMO energy: -3.21 eV
Total energy: -327.4017 Ha
HOMO level: -14.26 eV
Charge: +1
Structure (SMILES): [NH3+]/C=C\CCCO
Kohn-Sham gap: 11.051 eV

Positions of all 19 atoms, in Å:
1 C 1.07935 -0.37775 -0.78164
2 H -1.53647 -2.31027 -0.16748
3 H 1.36113 0.42242 2.15768
4 H -0.97799 -0.79809 0.74012
5 H 1.16899 1.74467 -0.54700
6 C -0.20178 -0.10706 -1.53826
7 C 0.95081 1.01011 1.34539
8 H -2.38344 -0.26866 -1.60144
9 H 2.65759 0.89404 0.10505
10 C 1.57850 0.85733 -0.04188
11 H 0.76210 2.03610 1.64265
12 H -0.20585 0.81247 -2.10995
13 N -1.60961 -1.31978 0.05389
14 O -0.39715 0.30494 1.29281
15 H 0.86381 -1.17218 -0.05990
16 H -0.93608 0.82905 1.88278
17 C -1.41114 -0.60177 -1.26543
18 H -2.55282 -1.19506 0.41754
19 H 1.79005 -0.76051 -1.52493

***

Entry 2:
This record from the Open Molecules 2025 dataset describes one molecule with the formula C5H8N2S at a distorted geometry. The level of theory is the ωB97M-V functional and the def2-TZVPD basis.

Output
Relative energy (zero: lowest compared OMol25 entry of this formula, charge and spin): 253.36 kJ/mol
LUMO energy: 0.39 eV
Total energy: -702.9335 Ha
HOMO level: -7.96 eV
Structure (SMILES): C=CN(C)/C=N\C=S
Kohn-Sham gap: 8.348 eV

Positions of all 16 atoms, in Å:
1 H -1.14039 -1.70060 -0.15537
2 H -2.93305 -0.16010 -0.01189
3 S -1.07575 2.49689 2.45575
4 H 2.19312 0.72955 -0.33302
5 H 0.43137 -0.87667 -2.40182
6 N 0.51984 -0.40520 -0.46079
7 C 1.14027 -1.12699 -1.56619
8 H 2.19201 -0.85817 -1.78242
9 H 1.04805 -2.22076 -1.41601
10 H -1.76795 1.33963 -0.07812
11 N 0.90004 1.24810 1.19234
12 C -0.90728 -0.66942 -0.25323
13 C -0.00185 1.22419 2.13709
14 C -1.88567 0.20601 -0.13443
15 H 0.04629 0.25341 2.65514
16 C 1.24093 0.52013 0.15296

***

Entry 3:
This record from the Open Molecules 2025 dataset describes C33H27BrCoF3N4SSb as an isolated structure at a distorted geometry. The level of theory is the ωB97M-V functional and the def2-TZVPD basis.

Output
LUMO energy (alpha / beta): -11.09 / -11.09 eV
Total energy: -6386.5969 Ha
HOMO level (alpha / beta): -16.69 / -16.69 eV
Charge: +3
Kohn-Sham gap (alpha / beta): 5.600 / 5.600 eV

Positions of all 71 atoms, in Å:
1 C -0.54950 -4.42694 -2.41501
2 C 1.98280 3.60396 2.85589
3 H -3.32903 4.05714 -2.49215
4 H -4.62740 -1.67476 3.73542
5 Co -0.60955 -0.00769 -1.73471
6 C 1.79883 -3.78252 1.58797
7 H 1.08860 -5.64302 -1.78373
8 F 2.27410 -5.00632 3.51465
9 H 4.90754 3.22543 -1.94442
10 C -1.92702 -4.62708 -2.33034
11 C 4.53321 0.43213 -2.21605
12 C 3.89577 2.85955 -1.98906
13 H 0.90139 -3.27255 4.82708
14 C -4.88784 0.30989 2.97794
15 H 0.78437 5.11265 -2.15527
16 H -2.65072 1.69986 -2.36897
17 C -4.18801 -0.88002 3.14736
18 H 2.62309 4.60810 -1.82327
19 H 1.02159 -5.38448 -3.52318
20 C -1.30043 4.76198 -2.28439
21 N -0.62886 2.06473 -2.13739
22 H 4.40634 -0.11184 -3.15038
23 H 2.38596 -4.48380 1.01034
24 C 1.17137 -2.69495 1.00845
25 C 0.61529 1.51677 1.72385
26 Br -3.21830 -0.74982 -1.61091
27 C 0.85072 3.87912 2.09555
28 C 0.01670 4.35783 -2.16995
29 Sb -0.49291 -0.11507 0.91678
30 C 0.95927 -3.09261 3.76183
31 C -3.14100 1.22632 1.64222
32 H -0.71476 3.02617 0.92651
33 H 0.96659 -2.89870 -2.38472
34 N 3.57963 1.53235 -2.13374
35 H 3.34281 2.14784 3.64004
36 N -0.89669 -2.08235 -2.03392
37 C 2.74207 3.54835 -1.92891
38 H -2.40219 -1.94371 2.66991
39 C -2.20056 -2.32187 -1.94514
40 C 0.41179 -5.55341 -2.63494
41 C -1.90386 2.47571 -2.28646
42 H -1.53656 5.81664 -2.33016
43 H -0.21183 -1.30593 3.79542
44 C -2.78016 -3.55688 -2.09150
45 C -2.40935 0.05118 1.83537
46 H 4.38332 -0.25383 -1.38317
47 C 1.77516 1.26169 2.45372
48 C 0.43934 -1.81183 1.79849
49 C -2.28870 3.79418 -2.36417
50 H -2.34332 -5.61760 -2.46425
51 H -4.96525 2.27330 2.12317
52 C -2.94829 -1.01587 2.55305
53 C 0.33699 -2.00562 3.17585
54 H 5.54021 0.83491 -2.17394
55 C 2.24638 1.39150 -2.16465
56 N 1.69792 2.63299 -2.04863
57 H -2.73595 2.04363 1.05627
58 C 2.45752 2.31144 3.04006
59 H -0.11335 -6.49781 -2.75137
60 F 2.63266 4.60864 3.40885
61 C 1.67799 -3.96798 2.95864
62 F -6.07290 0.43719 3.53317
63 H 2.13116 0.24792 2.59085
64 H 1.26690 -2.52597 -0.05613
65 C -0.08907 -3.12060 -2.27497
66 S 1.53513 -0.14137 -2.37634
67 C 0.32894 3.00453 -2.10984
68 H 0.51581 4.90265 1.99143
69 C 0.17323 2.82526 1.51510
70 H -3.85299 -3.67676 -2.03124
71 C -4.38209 1.36800 2.22619

***

Entry 4:
This record from the Open Molecules 2025 dataset describes C23H26BF4N2O6PRhSb as an isolated structure. The level of theory is the ωB97M-V functional and the def2-TZVPD basis.

Output
Relative energy (zero: lowest compared OMol25 entry of this formula, charge and spin): 0.00 kJ/mol
LUMO energy (alpha / beta): 0.14 / -2.01 eV
Total energy: -2569.7353 Ha
HOMO level (alpha / beta): -8.32 / -9.65 eV
2S+1: 5
Kohn-Sham gap (alpha / beta): 8.465 / 7.640 eV

Positions of all 65 atoms, in Å:
1 H 0.41316 -6.73082 0.63672
2 H 1.62708 -0.43055 -3.56978
3 C 1.90123 -0.79002 -0.97794
4 O 2.88017 1.30220 -1.56985
5 H -0.18824 -4.91761 2.20942
6 C -1.44212 -1.86517 -3.28008
7 C 0.29498 -0.84274 -5.18598
8 P 0.16945 -1.34669 -1.12670
9 H 3.27265 3.69563 1.65608
10 C 0.66733 -0.84708 -3.84879
11 H -3.47904 -2.01052 4.10116
12 H 1.14673 2.33707 3.45585
13 C -1.48930 -0.72112 4.24846
14 O -1.71486 -1.26455 6.49563
15 C -0.19704 -1.37140 -2.89081
16 H -2.77101 -2.25372 -4.90960
17 C 0.54795 -4.10453 -1.49379
18 H -2.12977 -2.24814 -2.53375
19 H 0.73952 -3.88017 -2.53609
20 F -1.45947 1.99546 -1.34394
21 C 3.17417 3.77178 0.57363
22 C 0.13096 0.46582 3.32000
23 C -2.72716 -1.27342 2.03338
24 C 0.50066 5.59530 0.92147
25 H 0.97044 -0.43424 -5.92634
26 O 1.08333 1.31898 -0.23936
27 C -1.68190 -0.65087 2.90248
28 H 2.56076 -1.20932 -1.73513
29 F -1.77959 4.04026 -0.35626
30 C 0.02987 -4.69093 1.17396
31 C -0.93448 -1.35541 -5.57189
32 O -3.27187 -2.04641 5.09878
33 H 1.59003 3.16187 -2.50356
34 H 1.04582 6.39588 0.41822
35 F -2.59948 2.11459 0.61301
36 H -0.56939 5.71283 0.78834
37 H 3.69684 2.95664 0.08200
38 Sb 1.11867 3.72676 0.04846
39 C -0.04747 -3.38137 0.72508
40 H 0.76054 5.58792 1.97839
41 C 1.99562 0.73108 -0.96051
42 O -2.57146 -1.08958 0.78849
43 C 1.35341 1.29956 3.18415
44 O -3.61721 -1.93625 2.57941
45 H -0.32894 -2.59148 1.41058
46 H 1.68522 1.26562 2.14913
47 Rh -1.02025 0.32814 0.16117
48 C -2.19288 -1.36758 5.38796
49 F -3.57444 2.95727 -1.30529
50 H -1.21949 -1.34969 -6.61576
51 H 1.63249 4.92709 -2.27237
52 H 2.14992 0.93092 3.83049
53 C -1.80468 -1.86509 -4.61713
54 H 3.59127 4.72838 0.25554
55 N -0.66848 0.08533 2.33870
56 H 0.04056 0.09846 5.41523
57 N -0.34206 -0.01060 4.48723
58 H 0.06252 4.07665 -2.36052
59 C 0.21653 -3.08076 -0.60922
60 C 0.36302 -5.70697 0.28978
61 B -2.42105 2.82708 -0.60466
62 C 0.62092 -5.41356 -1.04253
63 H 2.23808 -1.15791 -0.00428
64 C 1.09591 4.00859 -2.03318
65 H 0.87531 -6.20686 -1.73331

***

Entry 5:
This record from the Open Molecules 2025 dataset describes C13H9F7I2N2O7S2 as an isolated structure at a distorted geometry. The level of theory is the ωB97M-V functional and the def2-TZVPD basis.

Output
LUMO energy: -3.70 eV
Total energy: -3227.6316 Ha
HOMO level: -7.91 eV
Kohn-Sham gap: 4.209 eV

Positions of all 42 atoms, in Å:
1 F 1.24612 -2.46273 -0.09420
2 C -0.80357 3.47801 1.21226
3 H 2.51973 0.79146 2.64368
4 C 0.87097 -2.73256 -1.35802
5 S -0.12437 -5.79565 -3.87838
6 C 3.31299 1.51021 2.47404
7 O -0.61207 3.40869 -1.09194
8 I 1.45416 0.66229 -0.07949
9 C 1.90632 2.56541 0.70026
10 H 4.13615 1.07031 1.92678
11 H 3.62888 1.84959 3.45066
12 O 1.32328 3.62398 -0.00349
13 N -2.15606 3.57898 3.58637
14 H -2.63756 3.62112 4.47407
15 C -2.36963 2.56411 2.74130
16 C -1.31083 4.57429 3.30122
17 F 0.55367 -4.33360 -5.97093
18 O 0.99273 -6.65384 -4.14296
19 H -3.07582 1.82270 3.06751
20 C -0.02210 3.48579 -0.07508
21 H -1.78327 1.48060 -0.39092
22 H -3.13269 1.23151 0.65756
23 S 0.63065 -4.54121 -1.58427
24 F -0.24732 -2.03275 -1.59379
25 O -1.34841 -6.43103 -3.48582
26 F -0.84441 -5.92863 -6.38797
27 H -1.27353 -0.12365 2.22015
28 F -1.51743 -4.13420 -5.38760
29 H -1.16379 5.38762 3.98858
30 C 2.71746 2.67310 1.74104
31 C -1.53608 -0.02896 1.15147
32 O -0.42260 -4.86789 -0.66645
33 C -1.71461 2.47896 1.52755
34 F 0.13677 5.54202 1.77478
35 O -1.43516 -0.95240 0.41384
36 N 0.22063 -4.45217 -3.10350
37 C -0.50294 -5.00186 -5.49380
38 C -0.64393 4.53174 2.10046
39 O 1.92146 -5.10242 -1.31008
40 I 3.33295 4.55652 2.46494
41 C -2.04559 1.31745 0.64232
42 F 1.81884 -2.23091 -2.16214

***

Entry 6:
This record from the Open Molecules 2025 dataset describes C53H71AsNO5P2RbSSi3 as an isolated structure. The level of theory is the ωB97M-V functional and the def2-TZVPD basis.

Output
Relative energy (zero: lowest compared OMol25 entry of this formula, charge and spin): 244.66 kJ/mol
LUMO energy: 3.72 eV
Total energy: -6702.6024 Ha
HOMO level: -1.25 eV
Charge: -2
Kohn-Sham gap: 4.965 eV

Positions of all 138 atoms, in Å:
1 H 0.22243 -3.16015 -4.44349
2 C 2.13047 -5.82494 -1.17406
3 H -2.68709 3.44826 -2.11173
4 As 2.25240 2.90296 -3.67769
5 C 0.50616 -5.15502 0.46216
6 C -0.76923 1.20400 5.01762
7 H -8.23084 0.17962 -1.17322
8 H 1.77271 3.51638 -6.06419
9 C -2.43467 0.07329 -2.63895
10 P -1.78366 -1.36630 -1.83665
11 H -5.86916 -5.36360 -2.29477
12 C -5.32791 1.48839 -2.33209
13 H 1.82393 5.87507 3.09575
14 C -2.89083 1.27967 -1.81741
15 C -2.74737 2.50659 -4.01759
16 H 3.21429 3.90915 -0.16848
17 C 2.10598 -1.34837 -4.45325
18 C 3.62732 -1.93883 -2.69782
19 C -5.32179 -3.32403 -2.70138
20 H 5.11450 1.84675 4.08787
21 H -6.28951 -3.05932 -3.11273
22 C -4.08915 -0.58591 0.61440
23 O -2.87572 -0.50739 0.67743
24 H 3.47721 3.90073 -5.68203
25 C -1.00546 4.14926 4.49858
26 C -7.17415 0.40376 -1.25204
27 C 1.31135 -3.33669 4.93223
28 O -2.09724 1.59967 -0.67226
29 H -2.65978 3.45107 -4.54808
30 Si 1.63102 3.75830 1.77472
31 C -4.75725 -1.49761 1.62486
32 H -0.66489 4.74869 1.43152
33 C 1.95508 -4.04060 5.94074
34 H 3.72426 -5.12309 6.50605
35 H 1.47269 -4.17332 6.90258
36 H -0.26341 1.39051 5.97012
37 C -0.64658 -3.08722 -3.78839
38 C -6.68186 1.22443 -2.25577
39 C 1.88159 4.70179 -3.07105
40 H 3.66133 2.55707 0.86913
41 C 3.18088 -1.13646 -5.30829
42 C 2.04135 -4.57458 -1.77567
43 H 2.80151 -6.57143 -1.58389
44 H 5.31948 -1.16046 -5.52992
45 C 0.42186 -3.90868 -0.13824
46 C 1.22447 -2.35503 2.59930
47 H -1.84767 1.20144 5.21186
48 C 4.36259 2.13749 3.34655
49 C 2.56562 0.30268 4.82374
50 C 1.93039 -3.14088 3.70361
51 H 3.80732 -2.22434 -1.66611
52 C 4.48165 -1.32961 -4.86329
53 H -6.66109 -0.77598 0.42396
54 H 1.68524 4.66939 -2.00671
55 C -5.08900 -4.61288 -2.24179
56 H -1.52636 -2.89626 -4.40490
57 H -0.77810 -4.06360 -3.30731
58 H 2.52485 -0.40818 3.99410
59 C -2.85341 -3.96581 -1.62920
60 H -5.22940 -2.34519 1.12308
61 H -5.51850 -0.97030 2.20144
62 H 0.98146 5.03701 -3.58374
63 C 2.81286 3.09266 0.43646
64 O -1.43466 2.19929 2.44337
65 C 3.97093 2.41664 -2.92983
66 H -2.73926 1.27928 -5.83812
67 H 0.44176 5.18515 0.12491
68 C 2.82523 3.16183 5.71409
69 H -0.26304 -3.17122 0.27435
70 H -2.31046 -0.78494 -4.58842
71 H 2.97004 2.21114 -5.97321
72 P 0.96443 -1.87666 -1.90485
73 H -1.97533 4.05802 4.99973
74 H 2.93678 4.21322 5.43025
75 H -3.36194 1.81804 3.12435
76 C -2.80753 2.49434 2.45790
77 H -0.48709 0.20791 4.66514
78 C 0.13336 4.36773 0.78901
79 H -1.89795 -4.22101 -1.18490
80 C -3.06719 -2.66680 -2.10376
81 H 4.42392 1.42941 2.51537
82 H 3.66278 -3.48999 2.52827
83 H -3.97971 -1.86096 2.29173
84 H 4.73044 3.15332 -3.19484
85 H -0.29974 3.57130 0.17754
86 C -4.32073 -2.36181 -2.63427
87 Rb -0.00335 -0.16455 1.02986
88 O 1.92987 -1.96431 1.63955
89 H 1.92620 3.08466 6.33537
90 C -6.27735 -0.13133 -0.35266
91 H -3.65296 -5.93053 -1.33264
92 Si -0.38066 2.52445 3.72034
93 C -4.89727 0.11965 -0.40862
94 H 2.69932 6.04763 1.56081
95 H 4.82632 -4.79896 4.31344
96 H -4.96351 2.11493 -3.13133
97 H 1.69649 0.12160 5.45958
98 H 2.99725 -0.80245 -6.32339
99 C 1.36918 -6.11520 -0.05039
100 C -2.75363 1.28274 -4.75564
101 C 3.83872 -4.38745 4.48943
102 C 1.28593 2.56779 3.08151
103 H -7.35110 1.66082 -2.98869
104 S 0.71818 1.57199 -3.35234
105 O -0.01212 -2.18534 2.74112
106 H 3.41541 5.13954 2.90416
107 H -1.08172 4.94196 3.74830
108 H 2.27470 2.40266 -0.22574
109 C 2.67340 3.17350 -5.55846
110 H -2.17319 0.84381 -0.06887
111 H -4.50591 -1.35351 -2.98726
112 C 2.47737 5.35920 2.38452
113 C -2.51442 0.13085 -4.03642
114 H 4.23376 1.43748 -3.32762
115 C -2.78176 2.52398 -2.67127
116 H -0.08360 -5.35918 1.34769
117 C -4.38148 0.96969 -1.43417
118 H 2.64494 -4.36262 -2.65039
119 H 3.46231 0.07652 5.41182
120 H -3.19704 2.38353 1.44434
121 C 4.70177 -1.72423 -3.54869
122 H 0.32284 -2.91845 5.07349
123 H -0.27014 4.47511 5.24096
124 C 1.19528 -3.59604 -1.26111
125 H 1.09947 -1.14008 -4.78991
126 H 3.68471 2.87465 6.33069
127 H 4.62561 3.12956 2.96886
128 C 3.22034 -4.57175 5.72009
129 H 2.71568 5.37072 -3.28700
130 H 5.71297 -1.85547 -3.18185
131 N -0.46876 -2.00970 -2.82413
132 H 1.45259 -7.08315 0.42948
133 C -3.84612 -4.93078 -1.70479
134 H -3.00078 3.52200 2.78736
135 C 2.31298 -1.77655 -3.14290
136 Si 2.64407 2.06875 4.15654
137 C 3.19753 -3.66800 3.48971
138 H 3.87154 2.35263 -1.84228

***

Copy entry 2 word for word.
This record from the Open Molecules 2025 dataset describes one molecule with the formula C5H8N2S at a distorted geometry. The level of theory is the ωB97M-V functional and the def2-TZVPD basis.

Output
Relative energy (zero: lowest compared OMol25 entry of this formula, charge and spin): 253.36 kJ/mol
LUMO energy: 0.39 eV
Total energy: -702.9335 Ha
HOMO level: -7.96 eV
Structure (SMILES): C=CN(C)/C=N\C=S
Kohn-Sham gap: 8.348 eV

Positions of all 16 atoms, in Å:
1 H -1.14039 -1.70060 -0.15537
2 H -2.93305 -0.16010 -0.01189
3 S -1.07575 2.49689 2.45575
4 H 2.19312 0.72955 -0.33302
5 H 0.43137 -0.87667 -2.40182
6 N 0.51984 -0.40520 -0.46079
7 C 1.14027 -1.12699 -1.56619
8 H 2.19201 -0.85817 -1.78242
9 H 1.04805 -2.22076 -1.41601
10 H -1.76795 1.33963 -0.07812
11 N 0.90004 1.24810 1.19234
12 C -0.90728 -0.66942 -0.25323
13 C -0.00185 1.22419 2.13709
14 C -1.88567 0.20601 -0.13443
15 H 0.04629 0.25341 2.65514
16 C 1.24093 0.52013 0.15296